Density functional theory data (wB97M-V/def2-TZVPD) for a molecular structure, C25H23FN7O2Ru at a distorted geometry.

The value obtained for the HOMO-LUMO gap (alpha / beta) is 5.59 / 5.91 eV. Its total energy is -46122.2430 eV. The spin multiplicity is 2. The calculation puts the energy relative to the best compared isomer or geometry (same formula, charge and spin) at 3.2658 eV. The net charge is 0. For the HOMO energy (alpha / beta), the calculation gives -6.8055 / -6.7873 eV.

XYZ file:
```
59
Properties=species:S:1:pos:R:3:forces:R:3:mulliken_spin:R:1
Ru 0.099 2.216 0.012 0.3 -1.9 1.3 0.986
C 4.225 -3.200 -2.912 0.1 0.1 0.0 0.000
C 3.369 -2.329 -2.047 -0.2 0.1 0.0 0.003
C 3.092 -2.679 -0.725 0.0 0.1 -0.4 0.000
C 2.316 -1.874 0.067 0.0 0.5 0.1 0.000
C 1.768 -0.652 -0.397 0.4 -0.2 -1.0 -0.002
N 0.946 0.082 0.387 -1.0 2.9 -0.3 0.015
C 0.171 -0.572 1.313 -0.7 -0.6 0.8 -0.006
C -0.471 -1.778 0.958 -0.2 0.5 0.1 -0.015
C -1.280 -2.458 1.834 0.1 0.0 0.1 0.006
C -1.477 -1.993 3.130 0.3 0.1 0.0 -0.007
C -2.358 -2.735 4.081 -0.1 0.1 0.0 0.000
C -0.880 -0.798 3.492 0.0 -0.2 -0.1 0.006
C -0.076 -0.080 2.617 -0.1 -1.1 -0.9 -0.022
N 0.478 1.123 3.076 0.3 0.0 0.4 0.001
C 0.817 1.421 4.351 0.1 0.4 -0.2 0.001
C 1.207 2.739 4.374 0.0 -0.1 -0.1 -0.002
C 1.073 3.179 3.055 0.2 0.1 0.1 0.008
N 0.643 2.189 2.295 -0.5 0.5 -2.2 -0.031
C 2.131 -0.262 -1.715 0.2 -1.2 1.0 -0.001
C 2.887 -1.114 -2.509 0.2 -0.2 0.2 0.000
N 1.759 0.978 -2.251 -0.4 0.3 -0.7 0.002
C 1.555 1.272 -3.557 -0.1 0.2 0.6 0.014
C 1.429 2.637 -3.656 0.2 0.2 0.1 -0.003
C 1.580 3.112 -2.350 0.2 0.0 -0.6 0.019
N 1.780 2.099 -1.513 -0.5 0.7 1.1 0.010
H 4.148 -4.243 -2.608 0.0 0.0 -0.1 0.000
H 5.268 -2.893 -2.817 0.1 -0.1 -0.1 0.000
H 3.942 -3.114 -3.960 0.0 -0.1 -0.1 0.000
H 3.497 -3.598 -0.327 0.0 -0.1 0.1 0.000
H 2.124 -2.155 1.092 -0.1 0.0 0.0 0.000
H -0.345 -2.143 -0.053 0.1 0.0 0.0 0.000
H -1.779 -3.360 1.508 0.0 -0.1 0.0 0.000
H -2.363 -3.798 3.851 0.0 -0.1 0.1 0.000
H -3.378 -2.363 4.000 -0.2 0.0 0.1 -0.001
H -2.030 -2.589 5.106 0.0 -0.1 0.2 0.000
H -1.079 -0.389 4.470 -0.1 0.1 0.1 0.000
H 0.791 0.692 5.133 -0.1 -0.2 0.1 0.000
H 1.549 3.305 5.214 0.1 0.1 0.2 0.000
H 1.274 4.145 2.634 -0.1 0.1 -0.2 -0.001
H 3.131 -0.806 -3.514 0.1 0.1 -0.2 0.000
H 1.465 0.508 -4.302 0.1 -0.2 -0.1 0.001
H 1.260 3.216 -4.542 0.0 0.0 -0.1 0.000
H 1.578 4.123 -1.986 -0.2 0.0 0.2 0.000
C -3.311 1.075 -3.471 0.2 0.1 -0.4 -0.001
N -3.232 0.838 -2.052 0.5 0.3 0.2 -0.002
C -4.221 0.221 -1.349 -0.3 -0.2 0.5 0.000
C -4.152 0.091 -0.017 -0.1 0.0 -0.1 -0.002
C -3.013 0.635 0.725 -0.1 -0.2 0.5 -0.012
O -2.922 0.582 1.940 -0.2 0.1 -0.1 0.007
N -2.040 1.211 -0.056 1.7 1.0 0.1 -0.028
C -2.123 1.305 -1.378 -0.6 -0.4 -0.1 0.005
O -1.191 1.804 -2.041 1.2 0.7 0.6 0.002
H -4.298 0.789 -3.827 0.0 0.0 0.0 0.000
H -2.546 0.504 -3.999 -0.1 0.0 0.0 0.000
H -3.136 2.134 -3.666 -0.1 -0.1 -0.1 -0.001
H -5.048 -0.148 -1.943 0.0 0.0 0.1 0.000
H -4.927 -0.392 0.551 -0.1 -0.1 0.0 0.000
F 0.324 4.293 0.275 -0.4 -2.1 -0.6 0.050
```
Positions in Å, forces in eV/Å.



Density functional theory data (wB97M-V/def2-TZVPD) for a molecular structure, C25H23N4O3Pt at a distorted geometry.

The value obtained for the HOMO-LUMO gap is 5.76 eV. Its total energy is -41640.0490 eV. The calculation puts the energy relative to the best compared isomer or geometry (same formula, charge and spin) at 1.4074 eV. The net charge is +1. For the HOMO energy, the calculation gives -10.7444 eV.

XYZ file:
```
56
Properties=species:S:1:pos:R:3:forces:R:3:lowdin_charge:R:1
Pt -0.461 -1.474 -0.601 -0.3 -2.8 0.0 1.239
C -3.599 1.768 -2.351 0.0 0.0 0.0 -0.001
C -2.622 1.104 -1.424 -0.1 0.1 0.1 -0.402
O -1.831 0.286 -1.834 0.1 0.4 0.1 0.021
C -2.715 1.569 0.008 0.1 -0.1 -0.3 0.069
C -2.034 1.263 1.121 0.0 -0.1 0.1 -0.257
C -2.291 1.986 2.409 0.1 -0.1 0.0 -0.032
N -1.011 0.251 1.128 0.0 0.5 0.0 0.012
N -0.416 0.185 2.207 0.3 0.1 0.1 0.128
C 0.709 -0.758 2.175 0.1 -0.1 0.2 -0.340
O 1.063 -1.299 1.141 -0.3 0.5 0.0 -0.026
C 1.364 -0.962 3.458 -0.1 0.0 0.1 -0.153
C 1.034 -0.186 4.574 0.0 0.0 0.0 -0.009
C 1.630 -0.456 5.794 0.0 0.0 0.0 -0.051
C 2.543 -1.496 5.902 0.0 0.0 0.0 -0.041
C 2.891 -2.255 4.788 0.0 0.0 0.0 -0.047
C 2.306 -1.991 3.567 0.0 0.0 0.0 0.003
H -3.500 1.345 -3.346 0.0 0.0 0.0 0.093
H -3.399 2.842 -2.385 0.0 0.0 0.0 0.101
H -4.622 1.639 -1.990 0.0 0.0 0.0 0.098
H -3.467 2.337 0.151 0.0 0.0 0.0 0.121
H -3.062 2.737 2.273 0.0 0.0 0.0 0.087
H -1.377 2.466 2.761 0.0 0.0 0.0 0.086
H -2.600 1.289 3.190 0.0 0.0 0.0 0.091
H 0.321 0.619 4.478 0.0 0.0 0.0 0.107
H 1.380 0.140 6.660 0.0 0.0 0.0 0.114
H 2.985 -1.722 6.864 0.0 0.0 0.0 0.116
H 3.616 -3.052 4.879 0.0 0.0 0.0 0.115
H 2.555 -2.578 2.694 0.0 0.0 0.0 0.125
C 2.270 -0.234 -1.737 -0.1 0.1 0.1 -0.147
N 1.068 -1.055 -1.933 -0.1 0.7 -0.3 -0.123
C 0.828 -1.554 -3.109 0.0 0.0 0.1 -0.053
C -0.329 -2.335 -3.280 0.1 -0.1 0.0 -0.315
C -0.877 -3.093 -4.311 -0.1 -0.1 0.0 -0.016
C -2.001 -3.726 -3.774 0.0 0.1 -0.1 -0.068
C -2.103 -3.334 -2.439 0.0 0.1 0.1 -0.130
N -1.088 -2.503 -2.146 0.0 0.1 -0.5 -0.166
C 1.993 1.251 -1.740 0.0 0.0 -0.1 -0.209
C 1.238 1.846 -0.734 0.1 0.0 0.0 -0.055
C 0.993 3.209 -0.740 0.0 0.0 0.0 -0.075
C 1.510 4.003 -1.756 0.0 0.0 0.0 -0.078
C 2.269 3.422 -2.759 0.0 0.0 0.0 -0.068
C 2.505 2.053 -2.752 0.0 0.0 0.0 -0.033
H 2.969 -0.463 -2.543 0.1 -0.1 0.1 0.119
H 2.729 -0.525 -0.792 0.0 -0.1 0.0 0.117
H 1.520 -1.390 -3.930 0.1 0.0 0.0 0.149
H -0.497 -3.162 -5.317 0.0 0.0 0.0 0.112
H -2.677 -4.398 -4.274 0.0 0.0 0.0 0.102
H -2.856 -3.602 -1.716 0.1 0.0 0.0 0.107
H 0.866 1.233 0.073 0.0 0.0 0.0 0.069
H 0.411 3.659 0.057 0.0 0.0 0.0 0.103
H 1.333 5.070 -1.757 0.0 0.0 0.0 0.107
H 2.680 4.034 -3.551 0.0 0.0 0.0 0.109
H 3.105 1.610 -3.539 0.0 0.0 0.0 0.115
O -1.765 -3.025 1.606 -0.4 -0.7 -0.3 0.170
C -1.480 -2.590 0.605 0.6 1.6 0.6 -0.213
```
Positions in Å, forces in eV/Å.



Density functional theory data (wB97M-V/def2-TZVPD) for 2 unconnected molecules or ions with the total composition C25H23N5O6 at a distorted geometry.

The value obtained for the HOMO-LUMO gap is 5.61 eV. Its total energy is -46022.6273 eV. The calculation puts the energy relative to the best compared isomer or geometry (same formula, charge and spin) at 0.0737 eV. The net charge is 0. As for the SMILES: O=[N+]([O-])c1cc([N+](=O)[O-])c2no[n+]([O-])c2c1.C(=C(/c1ccccc1)N1CCCCC1)/c1ccccc1. For the HOMO energy, the calculation gives -7.9365 eV.

XYZ file:
```
59
Properties=species:S:1:pos:R:3:forces:R:3:lowdin_charge:R:1
O -2.372 1.275 4.384 0.7 -1.2 -1.6 0.065
N -2.202 0.602 3.347 -2.6 1.1 0.3 -0.312
O -3.109 0.458 2.492 2.0 0.1 1.3 0.065
C -0.936 -0.043 3.121 0.5 -0.9 -1.3 -0.125
C 0.096 0.123 4.075 1.0 -0.5 -0.3 0.105
C 1.319 -0.525 3.911 -0.7 0.2 -0.5 -0.056
N 2.401 -0.228 4.848 1.1 0.8 1.8 -0.313
O 3.516 -0.769 4.748 -2.3 0.6 -0.4 0.082
O 2.126 0.607 5.742 0.5 -1.5 -1.6 0.043
C 1.466 -1.441 2.792 2.1 -0.4 0.2 -0.138
N 2.522 -2.226 2.444 -1.9 1.1 0.4 0.155
O 2.076 -2.935 1.343 -0.9 0.1 -0.1 0.052
N 0.760 -2.612 1.029 -0.7 1.2 0.5 -0.142
O 0.167 -3.188 0.125 0.9 0.5 1.1 0.077
C 0.378 -1.587 1.908 1.5 -1.5 -1.0 -0.084
C -0.794 -0.838 1.947 -1.5 -0.4 1.7 0.086
H -0.072 0.764 4.938 0.1 -0.1 -0.3 0.137
H -1.656 -1.187 1.382 0.1 0.4 0.2 0.119
C -1.234 0.482 -0.138 0.3 0.9 -1.3 -0.049
C -0.074 0.445 -0.898 -0.3 0.3 0.8 -0.165
C 0.085 -0.470 -2.068 0.3 -0.2 -0.5 -0.195
C -0.744 -0.384 -3.197 0.2 0.0 0.2 -0.022
C -0.567 -1.262 -4.267 0.1 0.0 0.1 -0.064
C 0.418 -2.255 -4.202 -0.1 0.1 0.1 -0.075
C 1.255 -2.339 -3.085 -0.1 0.2 -0.1 -0.066
C 1.128 -1.414 -2.051 -0.4 0.1 -0.2 -0.062
N 1.044 1.196 -0.572 -0.1 -0.4 0.1 -0.053
C 0.920 2.105 0.566 0.0 0.2 0.0 -0.158
C 2.262 2.650 1.048 0.0 -0.2 0.1 -0.176
C 3.122 3.198 -0.083 0.0 0.0 0.0 -0.204
C 3.265 2.164 -1.189 -0.1 -0.2 0.0 -0.179
C 1.911 1.648 -1.669 0.2 0.3 -0.3 -0.147
C -2.480 -0.145 -0.631 -0.6 -0.6 0.1 -0.250
C -2.507 -1.523 -0.913 0.1 0.2 0.2 -0.062
C -3.652 -2.141 -1.405 -0.2 0.2 0.0 -0.068
C -4.811 -1.387 -1.621 0.3 0.0 0.1 -0.088
C -4.815 -0.020 -1.317 0.1 0.0 0.0 -0.083
C -3.672 0.594 -0.806 0.6 -0.2 0.0 -0.036
H -1.375 1.290 0.583 0.1 -0.2 -0.3 0.103
H -1.524 0.381 -3.220 0.2 -0.3 0.0 0.128
H -1.209 -1.171 -5.148 0.2 -0.1 0.3 0.108
H 0.535 -2.961 -5.027 0.0 0.2 0.3 0.105
H 2.016 -3.116 -3.008 -0.2 0.2 -0.1 0.110
H 1.843 -1.408 -1.228 -0.3 -0.1 -0.1 0.116
H 0.254 2.949 0.301 0.1 -0.2 0.0 0.142
H 0.453 1.561 1.398 0.1 0.2 -0.3 0.101
H 2.056 3.429 1.790 0.1 -0.1 0.0 0.117
H 2.798 1.844 1.568 0.0 0.1 -0.1 0.115
H 2.665 4.108 -0.489 0.0 0.0 0.0 0.116
H 4.109 3.464 0.302 -0.1 0.1 0.0 0.112
H 3.789 2.590 -2.051 -0.1 -0.1 0.1 0.116
H 3.864 1.315 -0.834 -0.1 0.1 0.0 0.119
H 2.087 0.830 -2.375 -0.2 0.2 0.2 0.114
H 1.399 2.451 -2.233 0.1 -0.1 0.1 0.138
H -1.593 -2.102 -0.737 -0.5 0.2 -0.2 0.095
H -3.623 -3.211 -1.620 -0.1 0.3 0.0 0.107
H -5.703 -1.868 -2.021 0.2 0.2 0.1 0.099
H -5.718 0.574 -1.479 0.3 -0.2 0.1 0.104
H -3.664 1.658 -0.551 -0.1 -0.3 -0.1 0.118
```
Positions in Å, forces in eV/Å.



Density functional theory data (wB97M-V/def2-TZVPD) for C25H23NO6 in the gas phase.

The value obtained for the HOMO-LUMO gap is 8.30 eV. Its total energy is -40074.6754 eV. The calculation puts the energy relative to the best compared isomer or geometry (same formula, charge and spin) at 0.7542 eV. The net charge is 0. As for the SMILES: CCOc1ccccc1NC(=O)COC(=O)c1cccc(-c2ccc(OC(C)=O)cc2)c1. For the HOMO energy, the calculation gives -8.0820 eV.

XYZ file:
```
55
Properties=species:S:1:pos:R:3:forces:R:3:lowdin_charge:R:1
C 3.514 4.125 1.929 -0.1 -0.3 -0.3 -0.060
C 2.584 3.373 0.981 -0.1 0.4 0.2 -0.238
O 3.092 2.108 0.614 0.3 -0.4 -0.2 -0.060
C 4.131 2.015 -0.270 0.2 -0.1 -0.1 -0.201
C 4.655 3.057 -1.017 -0.2 0.0 0.2 -0.029
C 5.705 2.829 -1.895 0.1 0.0 -0.1 -0.093
C 6.239 1.564 -2.032 0.0 0.2 0.0 -0.090
C 5.724 0.509 -1.295 0.0 -0.1 0.0 -0.006
C 4.674 0.722 -0.417 0.1 0.2 -0.1 -0.134
N 4.091 -0.288 0.358 -0.4 0.6 0.1 0.159
C 4.512 -1.559 0.525 -0.4 -0.4 0.4 -0.425
O 5.494 -2.063 0.027 0.2 -0.1 -0.1 0.081
C 3.595 -2.363 1.469 0.4 0.2 0.3 -0.049
O 2.357 -2.702 0.855 -0.2 -0.2 -0.2 0.024
C 1.356 -1.818 0.926 0.0 0.3 0.2 -0.426
O 1.467 -0.730 1.449 -0.1 -0.2 0.0 0.103
C 0.110 -2.324 0.311 -0.3 -0.2 -0.1 -0.111
C 0.019 -3.620 -0.192 0.1 0.2 0.1 -0.007
C -1.170 -4.048 -0.753 0.0 -0.1 -0.1 -0.057
C -2.259 -3.196 -0.822 0.1 0.1 0.1 -0.017
C -2.182 -1.895 -0.325 0.2 -0.2 0.0 -0.165
C -3.343 -0.996 -0.403 -0.2 0.2 0.0 -0.183
C -3.669 -0.157 0.660 0.0 -0.1 -0.2 -0.008
C -4.768 0.679 0.600 -0.2 0.2 0.0 0.009
C -5.560 0.682 -0.538 0.3 -0.4 0.1 -0.222
O -6.655 1.520 -0.704 0.4 0.0 -0.5 0.065
C -7.506 1.786 0.304 -0.5 0.1 0.4 -0.516
C -8.586 2.719 -0.178 0.1 -0.1 0.1 0.026
O -7.427 1.329 1.410 0.0 0.0 -0.1 0.121
C -5.242 -0.138 -1.615 -0.3 0.3 0.2 0.009
C -4.144 -0.970 -1.543 0.1 0.0 0.2 -0.021
C -0.987 -1.471 0.245 0.1 -0.1 0.0 0.049
H 3.057 5.066 2.221 0.0 0.1 0.0 0.077
H 4.470 4.328 1.453 0.1 0.1 0.0 0.068
H 3.694 3.527 2.819 0.0 0.0 0.1 0.080
H 2.359 3.975 0.092 0.0 -0.1 0.1 0.117
H 1.642 3.142 1.487 0.1 0.1 -0.1 0.126
H 4.255 4.055 -0.928 -0.1 0.1 0.1 0.105
H 6.101 3.654 -2.467 0.0 0.1 0.0 0.101
H 7.058 1.390 -2.712 0.1 0.0 -0.1 0.101
H 6.135 -0.481 -1.392 0.0 0.0 0.0 0.102
H 3.257 0.015 0.858 0.2 -0.3 0.0 0.115
H 4.081 -3.313 1.697 0.0 0.2 -0.1 0.138
H 3.408 -1.792 2.386 0.0 -0.1 -0.1 0.136
H 0.872 -4.277 -0.138 0.1 -0.1 0.0 0.118
H -1.251 -5.053 -1.139 0.0 -0.1 0.0 0.107
H -3.188 -3.548 -1.246 -0.1 0.0 0.0 0.115
H -3.065 -0.172 1.554 0.1 0.0 0.1 0.119
H -5.011 1.316 1.435 0.0 0.0 0.0 0.118
H -9.157 3.084 0.669 0.0 0.0 0.0 0.088
H -8.145 3.546 -0.728 0.0 0.0 -0.1 0.088
H -9.246 2.176 -0.852 0.0 0.0 -0.1 0.092
H -5.862 -0.109 -2.497 -0.1 0.0 -0.1 0.121
H -3.894 -1.593 -2.389 0.0 -0.1 -0.1 0.115
H -0.882 -0.467 0.627 0.0 0.1 0.0 0.127
```
Positions in Å, forces in eV/Å.